# C50H53IN3O3PRh

A molecular structure, C50H53IN3O3PRh (ωB97M-V with the def2-TZVPD basis set, the Open Molecules 2025 dataset).

Element x y z (Å)
Rh -0.295 -0.673 0.278
I -1.147 -3.351 0.292
C 0.285 -4.661 -0.599
C 0.486 -5.828 0.093
C 1.212 -6.877 -0.480
C 1.643 -6.762 -1.769
C 1.451 -5.569 -2.495
C 1.870 -5.512 -3.838
C 1.730 -4.359 -4.556
C 1.242 -3.214 -3.924
C 0.820 -3.209 -2.609
P 0.522 -1.469 -1.994
C -0.663 -1.076 -3.323
C -1.915 -1.677 -3.233
C -2.838 -1.525 -4.248
C -2.523 -0.762 -5.361
C -1.287 -0.146 -5.443
C -0.358 -0.293 -4.428
C 2.151 -0.751 -2.419
C 3.283 -1.560 -2.511
C 4.524 -1.010 -2.777
C 4.673 0.362 -2.902
C 3.564 1.179 -2.755
C 2.317 0.629 -2.519
C 0.830 -4.429 -1.884
H 0.052 -5.949 1.074
H 1.373 -7.784 0.079
H 2.138 -7.588 -2.258
H 2.298 -6.399 -4.282
H 2.036 -4.307 -5.589
H 1.228 -2.294 -4.489
H -2.171 -2.267 -2.364
H -3.799 -2.010 -4.173
H -3.242 -0.645 -6.157
H -1.042 0.451 -6.310
H 0.597 0.208 -4.498
H 3.206 -2.630 -2.387
H 5.383 -1.657 -2.880
H 5.646 0.788 -3.096
H 3.676 2.252 -2.816
H 1.458 1.266 -2.384
C 4.009 0.124 1.037
C 2.853 -0.798 1.301
O 2.053 -1.137 0.434
N 2.770 -1.295 2.551
C 1.805 -2.328 2.867
C 0.547 -1.812 3.528
C 0.329 -2.103 4.871
C -0.801 -1.620 5.508
C -1.701 -0.886 4.756
C -1.429 -0.681 3.414
N -0.326 -1.106 2.806
H 3.859 0.624 0.083
H 4.928 -0.458 0.985
H 4.125 0.855 1.831
H 3.412 -1.001 3.272
H 2.282 -3.065 3.517
H 1.544 -2.796 1.912
H 1.040 -2.712 5.406
H -0.968 -1.814 6.558
H -2.598 -0.477 5.190
H -2.141 -0.147 2.804
C -1.249 2.624 -2.919
C -1.466 1.430 -1.970
O -2.607 1.026 -1.788
O -0.405 0.981 -1.447
H -1.544 3.530 -2.389
H -1.886 2.500 -3.788
H -0.208 2.701 -3.227
C -4.730 -1.361 -0.091
C -4.244 -0.082 0.514
C -5.116 0.856 1.057
C -4.642 2.036 1.643
C -5.608 3.040 2.189
C -3.286 2.271 1.728
C -2.352 1.361 1.160
C -2.897 0.199 0.535
N -1.026 1.410 1.177
C -0.213 2.509 1.589
C -0.591 3.834 0.900
C 0.356 4.944 1.345
C 0.284 5.123 2.861
C 0.695 3.817 3.536
C 2.127 3.477 3.128
C 2.184 3.282 1.614
C 1.779 4.584 0.928
C 1.233 2.160 1.212
C -0.261 2.700 3.122
H -5.746 -1.587 0.225
H -4.077 -2.185 0.201
H -4.711 -1.276 -1.177
H -6.179 0.664 1.033
H -6.619 2.648 2.187
H -5.589 3.943 1.582
H -5.342 3.319 3.205
H -2.948 3.147 2.259
H -2.172 -0.486 0.060
H -1.617 4.111 1.130
H -0.525 3.701 -0.181
H 0.056 5.877 0.857
H -0.729 5.400 3.159
H 0.953 5.928 3.171
H 0.645 3.937 4.625
H 2.459 2.571 3.641
H 2.790 4.294 3.420
H 3.203 3.017 1.312
H 1.829 4.465 -0.156
H 2.463 5.385 1.214
H 1.498 1.233 1.728
H 1.273 1.969 0.138
H -1.271 2.953 3.445
H 0.024 1.762 3.606

The value obtained for the HOMO-LUMO gap (spin up / spin down) is 7.7 / 6.9 eV. Its multiplicity is 5. The charge is +1. Its HOMO energy (spin up / spin down) is -9.89 / -10.49 eV.

***

# C16H29N3PReS2

A molecular structure, C16H29N3PReS2 (ωB97M-V with the def2-TZVPD basis set, the Open Molecules 2025 dataset).

Element x y z (Å)
Re -0.607 0.153 0.467
S -1.113 2.322 0.218
C -1.202 2.362 1.930
N -0.960 1.110 2.428
C -0.863 1.132 3.774
C -0.593 0.034 4.621
C -0.561 0.264 5.963
C -0.798 1.567 6.500
C -1.064 2.661 5.695
C -1.091 2.443 4.328
S -1.389 3.606 3.083
H -0.406 -0.948 4.208
H -0.352 -0.546 6.649
H -0.765 1.699 7.574
H -1.238 3.641 6.119
N -1.930 -1.643 1.020
N -2.449 -0.687 0.066
H -1.927 -2.584 0.629
H -2.473 -1.617 1.881
H -3.315 -0.223 0.349
H -2.591 -1.103 -0.857
C 0.870 -2.851 -1.284
C 0.531 -1.811 -2.353
C -0.779 -2.166 -3.056
P 0.519 -0.101 -1.684
C 2.174 0.284 -0.967
C 3.401 -0.349 -1.623
C 2.078 -0.082 0.515
C 0.135 1.142 -2.968
C -1.356 1.274 -3.288
C 0.965 0.930 -4.241
H 0.745 -3.851 -1.699
H 0.197 -2.785 -0.420
H 1.890 -2.784 -0.912
H 1.336 -1.803 -3.097
H -1.615 -2.238 -2.347
H -0.687 -3.152 -3.510
H -1.058 -1.466 -3.840
H 2.258 1.373 -1.048
H 3.359 -1.437 -1.618
H 4.297 -0.051 -1.076
H 3.524 -0.016 -2.652
H 1.986 -1.155 0.699
H 1.256 0.449 1.102
H 2.923 0.290 1.100
H 0.471 2.074 -2.493
H -1.695 0.488 -3.962
H -1.529 2.224 -3.794
H -1.999 1.259 -2.403
H 0.685 0.005 -4.746
H 2.038 0.911 -4.050
H 0.769 1.751 -4.930

The value obtained for the HOMO-LUMO gap (spin up / spin down) is 5.7 / 5.0 eV. Its multiplicity is 2. The charge is +3. Its HOMO energy (spin up / spin down) is -17.93 / -17.73 eV.

***

# C5H13NO2

2 unconnected molecules or ions with the total composition C5H13NO2 (ωB97M-V with the def2-TZVPD basis set, the Open Molecules 2025 dataset).

Element x y z (Å)
C 1.857 0.398 -2.661
N 1.940 0.940 -1.315
C 0.674 1.224 -0.678
C 0.218 0.038 0.195
C 0.452 0.345 1.676
C 0.560 -0.864 2.535
O -0.009 -1.004 3.588
H 2.293 1.104 -3.375
H 2.519 -0.470 -2.723
H 0.866 0.032 -2.871
H 2.573 1.711 -1.242
H -0.125 1.411 -1.405
H 0.782 2.152 -0.119
H -0.829 -0.228 0.021
H 0.842 -0.770 -0.141
H -0.343 0.985 2.059
H 1.361 0.919 1.791
H 1.219 -1.668 2.137
O -5.433 -1.861 0.629
H -6.371 -1.795 0.803
H -5.046 -2.601 1.097

The value obtained for the HOMO-LUMO gap is 9.6 eV. As for the SMILES: CNCCCC=O.O. Its HOMO energy is -8.72 eV.

***

# C3H3FO

A single C3H3FO molecule (ωB97M-V with the def2-TZVPD basis set, the Open Molecules 2025 dataset).

Element x y z (Å)
C 0.911 0.515 -0.508
C 0.677 -0.801 -0.242
C -1.019 0.318 0.412
O -0.499 -0.977 0.324
F -2.113 0.567 -0.421
H 1.726 1.275 -0.840
H 1.386 -1.730 -0.129
H -1.069 0.833 1.403

The value obtained for the HOMO-LUMO gap (spin up / spin down) is 7.9 / 7.5 eV. Its multiplicity is 3. Its HOMO energy (spin up / spin down) is -6.81 / -9.20 eV.

***

# C3H5NS2

A molecular structure, C3H5NS2 (ωB97M-V with the def2-TZVPD basis set, the Open Molecules 2025 dataset).

Element x y z (Å)
C -0.464 0.569 0.632
C -1.136 1.207 -0.526
C 0.476 -0.176 0.024
H -1.178 -1.365 1.590
H -0.981 0.588 2.778
H -0.022 1.476 1.016
H -2.085 0.692 -0.965
H -1.479 2.266 -0.653
N -1.316 -0.001 1.684
S 0.227 0.685 -1.619
S 1.129 -1.513 0.599

The value obtained for the HOMO-LUMO gap is 8.5 eV. Its HOMO energy is -8.84 eV.

***

# C10H20ClIrN7O6SSi

A molecular structure, C10H20ClIrN7O6SSi (ωB97M-V with the def2-TZVPD basis set, the Open Molecules 2025 dataset).

Element x y z (Å)
Ir 2.320 0.070 0.252
N 3.992 1.802 0.086
N 3.374 3.064 0.017
C 2.057 3.162 -0.305
N 1.504 4.329 -0.622
N 1.378 2.017 -0.235
N 0.098 1.898 -0.589
O -0.115 0.607 -1.071
O -0.690 2.806 -0.884
H 4.632 1.763 0.877
H 4.507 1.572 -0.770
H 3.959 3.889 -0.005
H 2.022 5.190 -0.692
H 0.498 4.335 -0.793
C -1.082 -0.684 1.233
Si -1.288 -0.504 -0.649
C -1.113 -1.800 -2.022
C -3.126 0.083 -0.957
C -3.390 0.996 -1.953
C -4.713 1.362 -2.181
C -5.724 0.783 -1.442
C -5.441 -0.129 -0.445
C -4.124 -0.505 -0.210
H -1.348 -1.678 1.573
H -1.684 0.039 1.781
H -0.032 -0.517 1.491
H -1.830 -2.610 -1.914
H -0.110 -2.222 -2.014
H -1.275 -1.339 -2.995
H -2.602 1.464 -2.520
H -4.913 2.090 -2.953
H -6.753 1.043 -1.658
H -6.224 -0.569 0.153
H -3.913 -1.221 0.566
O 1.870 -2.211 -0.131
Cl 2.852 -2.413 -1.231
O 2.141 -2.653 -2.397
O 3.723 -3.415 -0.838
O 3.531 -1.133 -1.288
N 2.049 -3.033 2.500
C 2.173 -1.992 3.293
N 2.099 -2.118 4.609
S 2.493 -0.388 2.713
H 1.984 -3.967 2.883
H 2.059 -2.935 1.482
H 1.976 -3.019 5.052
H 2.199 -1.308 5.201

The value obtained for the HOMO-LUMO gap (spin up / spin down) is 4.6 / 4.6 eV. Its multiplicity is 2. The charge is +2. Its HOMO energy (spin up / spin down) is -13.69 / -13.69 eV.

***

| no. | strongest force on any atom (eV/Å) |
| --- | --- |
| 1 | 1.85 |
| 2 | 1.52 |
| 3 | 1.78 |
| 4 | 5.18 |
| 5 | 7.75 |
| 6 | 5.41 |